Entry one
A structure of composition C6H8O2, computed with ωB97M-V/def2-TZVPD.

Net charge: 0
Orbital gap, eV: 9.851
M, g/mol: 112.13
HOMO energy, eV: -9.26

Atoms and positions in Å:
C 0.72824 0.07207 -0.23981
C -1.65266 1.46673 -0.90793
C 2.11979 0.35388 0.18724
C -0.27249 -0.23674 0.85707
O -0.45498 1.30697 -0.15989
C -0.63011 -1.66265 0.66790
C -0.78808 -2.85317 0.59653
O -0.22781 0.16942 2.03939
H 0.59027 -0.48200 -1.17017
H -1.60018 0.91831 -1.85592
H -1.82410 2.52438 -1.11283
H -2.50526 1.11217 -0.31925
H 2.67420 -0.58948 0.27979
H 2.63577 0.97675 -0.55061
H 2.15758 0.82570 1.17471
H -0.95018 -3.90232 0.51379

Atom charges from the Löwdin analysis, given in e for atoms 1 to 5: C -0.102; C -0.098; C -0.029; C -0.482; O -0.161


Entry two
An isolated molecule of C6H8O2, computed with ωB97M-V/def2-TZVPD.

Net charge: 0
Orbital gap, eV: 9.613
M, g/mol: 112.13
HOMO energy, eV: -8.79

Atoms and positions in Å:
C 0.27368 -0.28483 1.43300
C 0.41794 0.62314 0.30063
C -0.84500 1.54016 0.44542
C -0.98469 0.48534 -0.46963
O -1.16226 -0.93883 -0.59892
C 0.22308 -1.30909 -1.05047
C 1.02576 0.05921 -0.95266
O 1.91542 0.44090 -1.64749
H 0.82763 -1.32511 1.27954
H 0.97434 0.25614 2.20306
H -0.79874 -0.14115 1.74203
H -1.43182 1.52520 1.31715
H -0.67844 2.52633 -0.08291
H -0.74281 0.69525 -1.67332
H 0.54873 -2.10226 -0.22320
H 0.43719 -2.05040 -2.02223

Atom charges from the Löwdin analysis, given in e for atoms 1 to 5: C -0.080; C -0.286; C -0.017; C -0.250; O -0.120


Most stable structure - entry one; separation to the second - 125.7 kJ/mol.


Entry one
An isolated molecule of C6H8O2, computed with ωB97M-V/def2-TZVPD.

Net charge: 0
Orbital gap, eV: 10.007
M, g/mol: 112.13
HOMO energy, eV: -9.23

Atoms and positions in Å:
C -0.99331 1.69987 -1.29035
C -0.25695 0.62283 -1.05103
O -0.00165 -0.35430 -1.96819
C 0.37504 0.33498 0.26518
C 1.54700 0.83324 0.62462
C -0.39699 -0.61924 1.10790
C -0.06280 -2.05015 1.10773
O 0.21959 -1.22721 2.20006
H -1.16906 2.42831 -0.52546
H -1.43290 1.88656 -2.25710
H -0.40233 -0.11646 -2.81383
H 2.09324 1.50385 -0.01359
H 1.98360 0.57628 1.57392
H -1.44744 -0.35354 1.24765
H 0.79434 -2.38559 0.53740
H -0.84936 -2.77943 1.25508

Atom charges from the Löwdin analysis, given in e for atoms 1 to 5: C 0.067; C -0.389; O 0.058; C -0.225; C 0.113


Entry two
An isolated molecule of C6H8O2, computed with ωB97M-V/def2-TZVPD.

Net charge: 0
Orbital gap, eV: 10.253
M, g/mol: 112.13
HOMO energy, eV: -9.56

Atoms and positions in Å:
C -0.52782 -2.50492 -0.04779
C -0.74576 -1.27480 -0.39098
C -1.13269 -0.08940 -0.80274
C -0.77328 1.17485 -0.07375
O -1.68334 1.54155 0.91455
C 0.57366 0.64540 0.62031
C 1.81596 0.71148 -0.21776
O 0.54027 0.46625 1.81667
H -1.24820 -3.07806 0.51435
H 0.40198 -3.00538 -0.27781
H -1.59576 0.04526 -1.77046
H -0.60969 2.00492 -0.76507
H -1.37737 1.12746 1.74213
H 2.63097 0.19148 0.28032
H 2.09612 1.75719 -0.34117
H 1.63494 0.28672 -1.20080

Atom charges from the Löwdin analysis, given in e for atoms 1 to 5: C 0.038; C -0.101; C -0.048; C -0.318; O -0.013


Entry three
An isolated molecule of C6H8O2, computed with ωB97M-V/def2-TZVPD.

Net charge: 0
Orbital gap, eV: 9.506
M, g/mol: 112.13
HOMO energy, eV: -8.90

Atoms and positions in Å:
C -2.86528 -0.50494 0.13622
C -1.67351 0.12370 -0.34469
C -0.68749 1.00510 0.40889
C -0.24988 0.05775 -0.76382
C 0.72200 -0.87437 -0.27272
C 2.02494 -0.02509 -0.14344
O 1.82302 1.22452 -0.28493
O 3.26764 -0.64613 0.19676
H -2.82972 -1.62970 -0.25887
H -3.74883 0.17411 0.69717
H -0.14636 0.66237 1.32535
H -0.79906 2.14292 0.13105
H -0.01335 1.05900 -1.38360
H 0.71893 -1.81446 -0.69250
H 0.61057 -1.18805 0.86781
H 3.84636 0.23327 0.38131

Atom charges from the Löwdin analysis, given in e for atoms 1 to 5: C 0.017; C -0.253; C -0.121; C -0.289; C -0.100


Most stable structure - entry two; separation to the second - 23.7 kJ/mol.


Entry one
A structure of composition C6H8O2, computed with ωB97M-V/def2-TZVPD.

Net charge: 0
Orbital gap, eV: 9.302
M, g/mol: 112.13
HOMO energy, eV: -9.22

Atoms and positions in Å:
C -0.33115 0.92033 -1.01618
C -0.55512 -0.54964 -0.65361
C -0.83859 -0.79557 0.83787
C -0.34458 0.44174 1.73512
C 0.95357 0.76766 -0.30277
C 0.98198 -0.53922 -1.07195
H -1.52779 -0.55107 -1.40205
H -0.05606 -1.69095 1.26840
H -1.86083 -0.99996 0.83983
H -1.04984 1.35883 1.80676
H -0.15962 -0.04428 2.80400
H 1.79357 1.26324 -0.77600
H 1.67100 -1.34998 -0.72932
H 0.92447 -0.32429 -2.14989
O -0.47288 1.51484 -2.23438
O 0.87188 0.57831 1.04417

Atom charges from the Löwdin analysis, given in e for atoms 1 to 5: C -0.229; C -0.193; C -0.122; C -0.154; C -0.324


Entry two
An isolated molecule of C6H8O2, computed with ωB97M-V/def2-TZVPD.

Net charge: 0
Orbital gap, eV: 9.951
M, g/mol: 112.13
HOMO energy, eV: -9.14

Atoms and positions in Å:
C -0.76772 -0.39279 1.29871
C -0.14888 -0.56437 -0.12186
C -1.43060 -0.50706 -1.05864
C -0.20161 0.55239 -1.06652
O 0.31331 1.61157 -0.45632
C 1.45598 0.94009 0.26168
C 1.26077 -0.60179 -0.09521
O 2.08285 -1.40211 -0.56133
H 0.05412 -0.42489 2.19818
H -1.34249 0.56342 1.29998
H -1.34870 -1.31121 1.53218
H -2.40474 -0.40648 -0.43326
H -1.49405 -1.20939 -1.89491
H 0.22075 0.31971 -2.00307
H 2.27300 1.53889 -0.22075
H 1.47800 1.29401 1.32115

Atom charges from the Löwdin analysis, given in e for atoms 1 to 5: C -0.040; C -0.396; C 0.089; C -0.316; O -0.048


Most stable structure - entry two; separation to the second - 24.2 kJ/mol.


Entry one
The ion C5H9N2 with charge +1, computed with ωB97M-V/def2-TZVPD.

Net charge: +1
Orbital gap, eV: 7.992
M, g/mol: 97.14
HOMO energy, eV: -12.25

Atoms and positions in Å:
C -0.54509 0.52080 -1.79601
C -0.13905 -0.93001 0.64274
C 0.12776 1.18360 -0.53642
C 0.69288 0.30431 0.40907
C -1.45262 0.75688 -0.62128
N 1.57391 0.71189 1.34328
N -1.45365 -0.63247 0.07467
H -0.55668 1.21716 -2.61441
H -0.33623 -0.44517 -2.18333
H 0.31563 -1.69264 0.04142
H -0.11572 -1.25360 1.60528
H 0.59771 2.16462 -0.64294
H 1.94903 0.33239 2.29274
H 2.12673 1.47480 1.16577
H -1.66077 -1.37028 -0.49941
H -2.11072 -0.49370 0.81539

Atom charges from the Löwdin analysis, given in e for atoms 1 to 5: C -0.081; C -0.040; C -0.128; C -0.199; C -0.034


Entry two
A cluster of 2 separate species, C5H9N2 in total, computed with ωB97M-V/def2-TZVPD.

Net charge: +1
Orbital gap, eV: 9.198
M, g/mol: 97.14
HOMO energy, eV: -14.11

Atoms and positions in Å:
C -0.98091 0.77670 0.15418
C 2.68810 -0.05897 -0.17973
C 1.74123 -1.13826 0.44299
C 0.44828 1.09616 -0.19484
C -2.97901 -0.51233 -0.14576
N 1.31697 0.16924 -0.07841
N -1.59696 -0.22293 -0.36704
H -1.44275 1.65739 0.75092
H 3.23608 0.69488 0.53187
H 3.14088 -0.14950 -1.24100
H 1.51620 -2.00055 -0.17299
H 1.60903 -1.14219 1.52061
H 1.02057 2.53146 -0.88052
H -3.39575 -0.46869 -1.12238
H -3.39844 0.22615 0.65693
H -2.92352 -1.45854 0.32517

Atom charges from the Löwdin analysis, given in e for atoms 1 to 5: C -0.163; C -0.051; C 0.058; C 0.029; C -0.085


Entry three
A cluster of 2 separate species, C5H9N2 in total, computed with ωB97M-V/def2-TZVPD.

Net charge: +1
Orbital gap, eV: 9.223
M, g/mol: 97.14
HOMO energy, eV: -14.01

Atoms and positions in Å:
C -1.71487 -0.17592 0.18461
C 1.83309 0.25158 0.84257
C 2.46474 -0.51663 -0.17014
C -0.80073 -1.12806 -0.21658
C -2.78545 0.67559 -0.15475
N -1.09909 -0.93642 1.09121
N 1.31311 0.18773 -0.46091
H 1.22014 -0.08189 1.70465
H 2.28679 1.18747 1.13710
H 3.42756 -0.26622 -0.57695
H 2.14141 -1.50270 -0.36998
H -0.42870 -1.59552 -1.10664
H -3.46753 0.80033 0.62131
H -3.25745 0.50224 -1.08096
H -2.28687 1.58128 -0.39345
H 1.15385 1.01716 -1.05110

Atom charges from the Löwdin analysis, given in e for atoms 1 to 5: C -0.166; C -0.168; C -0.158; C 0.115; C 0.047


Entry four
A cluster of 2 separate species, C5H9N2 in total, computed with ωB97M-V/def2-TZVPD.

Net charge: +1
Orbital gap, eV: 9.753
M, g/mol: 97.14
HOMO energy, eV: -13.72

Atoms and positions in Å:
C 0.92449 0.18220 1.09465
C -1.81862 1.06565 -0.71058
C -1.22995 0.06326 -0.13281
C -3.06972 0.83806 -1.47723
C 2.79829 -0.60141 1.56722
N -0.05755 0.11797 0.54578
N 3.14523 -1.34911 0.55879
H -1.41269 2.02032 -0.76000
H -1.52306 -0.94589 -0.09131
H -3.32077 -0.21323 -1.57570
H -3.79482 1.61054 -1.08059
H -2.62605 1.12789 -2.36158
H 2.33430 -1.01660 2.46756
H 3.39278 0.42129 1.73396
H 2.97289 -2.31956 0.58844
H 3.28526 -1.00139 -0.36660

Atom charges from the Löwdin analysis, given in e for atoms 1 to 5: C 0.158; C -0.095; C -0.137; C -0.047; C -0.083


Most stable structure - entry four; separation to the second - 69.5 kJ/mol.


Entry one
A structure of composition C5H9N2, computed with ωB97M-V/def2-TZVPD.

Net charge: +1
Orbital gap, eV: 10.081
M, g/mol: 97.14
HOMO energy, eV: -14.17

Atoms and positions in Å:
C 0.98675 0.86802 1.59382
C -1.03015 0.95146 -0.49824
C 0.39106 0.82512 -0.88699
C -0.15692 -0.26257 -0.04345
C -0.43157 -1.58580 -0.70935
N 1.44463 1.55442 0.58710
N 0.26136 -0.21567 1.31054
H 1.29732 1.20009 2.61442
H -1.12418 1.61128 0.40537
H -1.75139 0.72447 -1.15995
H 0.79540 1.00925 -1.89185
H 0.18397 -2.41915 -0.34715
H -0.16863 -1.42791 -1.73916
H -1.55674 -1.66469 -0.75117
H 1.93878 2.35704 0.49460
H -0.17532 -0.88627 1.82676

Atom charges from the Löwdin analysis, given in e for atoms 1 to 5: C -0.114; C 0.015; C 0.072; C -0.453; C 0.016


Entry two
A cluster of 2 separate species, C5H9N2 in total, computed with ωB97M-V/def2-TZVPD.

Net charge: +1
Orbital gap (spin up / spin down), eV: 7.138 / 9.306
M, g/mol: 97.14
HOMO energy (spin up / spin down), eV: -13.91 / -13.96

Atoms and positions in Å:
C -1.22437 -0.10507 -0.68505
C 2.11765 -0.27842 1.07098
C 2.87081 0.06301 -0.12918
C -0.14050 -0.45696 -1.30514
C -3.47189 0.48064 0.41171
N 1.62658 0.64596 0.10404
N -2.20089 0.35993 -0.20769
H 0.65382 -1.16250 -0.96384
H 1.59232 -1.17875 1.13877
H 2.44870 0.01540 1.96249
H 3.77619 0.64768 -0.06133
H 3.00571 -0.53412 -0.99767
H 0.14007 0.08463 -2.21443
H -4.24064 0.14708 -0.26169
H -3.59758 1.47403 0.81043
H -3.35598 -0.20254 1.32760

Atom charges from the Löwdin analysis, given in e for atoms 1 to 5: C -0.038; C -0.152; C -0.190; C 0.127; C -0.001


Most stable structure - entry one; separation to the second - 306.4 kJ/mol.


Entry one
The ion C5H9N2 with charge +1, computed with ωB97M-V/def2-TZVPD.

Net charge: +1
Orbital gap, eV: 6.991
M, g/mol: 97.14
HOMO energy, eV: -14.09

Atoms and positions in Å:
C 1.03300 1.31880 0.33334
C 0.21855 -0.76143 -0.43483
C -0.17015 0.64267 -0.13878
C -0.05833 -2.05963 0.40442
C -1.45854 1.26331 -0.33108
N 1.67997 -0.69779 -0.22819
N 2.12489 0.37996 0.05551
H 1.26431 2.30078 -0.12198
H 1.06747 1.32834 1.38040
H 0.05268 -1.04830 -1.54390
H 0.32213 -1.91347 1.39228
H 0.56539 -2.72572 -0.07486
H -1.08279 -2.53684 0.45986
H -2.38815 0.65818 -0.25221
H -1.49887 1.72614 -1.26786
H -1.67157 2.12497 0.36790

Atom charges from the Löwdin analysis, given in e for atoms 1 to 5: C -0.077; C -0.235; C -0.021; C 0.010; C 0.025


Entry two
A structure of composition C5H9N2, computed with ωB97M-V/def2-TZVPD.

Net charge: +1
Orbital gap (spin up / spin down), eV: 7.672 / 8.697
M, g/mol: 97.14
HOMO energy (spin up / spin down), eV: -13.97 / -14.75

Atoms and positions in Å:
C 1.91422 0.14500 -0.23356
C 0.73292 0.77679 -0.24851
C 0.59912 -1.66616 0.05037
C 0.10946 2.07021 -0.12519
C -1.84847 -0.77232 0.21450
N 1.82750 -1.16602 -0.14179
N -0.43449 -0.75545 0.04071
H 2.67025 0.82961 -0.57004
H 0.53832 -2.70656 -0.34807
H 0.73133 -1.99853 1.13139
H -1.02217 2.28306 -0.45111
H 0.48641 2.76595 -0.89409
H 0.17302 2.44039 0.90205
H -2.13731 -0.14152 0.97844
H -2.07314 -1.84117 0.40381
H -2.26697 -0.26327 -0.70893

Atom charges from the Löwdin analysis, given in e for atoms 1 to 5: C -0.085; C 0.044; C -0.301; C -0.045; C -0.029


Most stable structure - entry one; separation to the second - 142.8 kJ/mol.


Entry one
A cluster of 2 separate species, C5H9N2 in total, computed with ωB97M-V/def2-TZVPD.

Net charge: +1
Orbital gap, eV: 10.260
M, g/mol: 97.14
HOMO energy, eV: -14.34

Atoms and positions in Å:
C 2.33983 -0.19186 0.20419
C 2.55042 0.77649 -0.85273
C -1.26861 -0.78417 1.55260
C -0.77356 0.59904 1.10255
C -1.89126 -0.20822 -1.12085
N -1.47749 -0.07922 0.29321
N 1.38751 0.63668 0.19133
H 2.60667 -1.09011 0.75295
H 3.37641 1.52596 -0.92134
H 2.28002 0.56667 -1.95654
H -0.61897 -1.63530 1.69173
H -2.08904 -0.84679 2.17033
H -0.26054 1.58059 1.26064
H -2.80586 -0.82972 -1.11157
H -2.24710 0.78237 -1.42453
H -1.10843 -0.80242 -1.83196

Atom charges from the Löwdin analysis, given in e for atoms 1 to 5: C -0.106; C -0.097; C 0.039; C 0.086; C 0.022


Entry two
The ion C5H9N2 with charge +1, computed with ωB97M-V/def2-TZVPD.

Net charge: +1
Orbital gap, eV: 10.956
M, g/mol: 97.14
HOMO energy, eV: -14.12

Atoms and positions in Å:
C -0.62329 -2.09363 -0.60830
C 0.12053 -1.44445 0.51620
C 0.08862 0.15944 0.35976
N -0.28872 0.79841 -0.76932
C -0.05467 2.13225 -0.63792
C 0.59257 2.28623 0.60109
N 0.75662 1.03156 1.10158
H -1.65837 -1.73916 -0.63134
H -0.58256 -3.19809 -0.44343
H -0.42777 -1.87597 -1.62552
H 1.15042 -1.67431 0.53288
H -0.25802 -1.68867 1.48487
H -0.76974 0.24724 -1.50086
H -0.22911 2.87136 -1.40648
H 1.03667 3.18308 0.99899
H 1.14680 1.00469 2.02779

Atom charges from the Löwdin analysis, given in e for atoms 1 to 5: C -0.103; C -0.106; C -0.170; N 0.136; C -0.009


Entry three
A structure of composition C5H9N2, computed with ωB97M-V/def2-TZVPD.

Net charge: +1
Orbital gap, eV: 11.179
M, g/mol: 97.14
HOMO energy, eV: -14.47

Atoms and positions in Å:
C 1.24415 -1.08891 0.04055
C -1.75482 0.29784 -0.71875
C 0.95505 1.35650 0.00603
C -0.89650 0.78518 0.51907
C -1.12529 -0.67610 0.28646
N 0.02518 -1.53032 0.04756
N 1.68956 0.10797 -0.09654
H 2.01030 -1.79287 0.15385
H -2.82037 0.42963 -0.81047
H -1.35586 0.55068 -1.68300
H 0.84728 1.82428 -0.88351
H 1.49269 1.98499 0.77552
H -1.18043 1.32858 1.46520
H -1.79244 -1.14982 0.93170
H -0.04652 -2.58138 0.05114
H 2.70802 0.15374 -0.08481

Atom charges from the Löwdin analysis, given in e for atoms 1 to 5: C -0.124; C -0.016; C 0.043; C -0.019; C -0.244


Most stable structure - entry two; separation to the second - 252.2 kJ/mol.